Entry from the Open Molecules 2025 dataset: a cluster of 7 separate species, C30H75N5O7 in total in a non-equilibrium geometry (ωB97M-V with the def2-TZVPD basis set).

Summary:
ΔE to the lowest compared entry with this formula, charge and spin: 0.00 kcal/mol
Orbital gap: 8.8617 eV
SMILES string: CC1(C)CCCC(C)(C)N1O.CC1(C)CCCC(C)(C)N1O.COC[C@H](C)N.COC[C@H](C)N.COC[C@H](C)N.O.O
Lowest unoccupied orbital energy: 0.51 eV
Maximum force: 2.956 eV/Å

ORCA input file:
```
! wB97M-V def2-TZVPD RIJCOSX def2/J DEFGRID3
* xyz 0 1
C -4.3017 -3.4720 1.5908
C -2.9300 -2.7864 1.3487
C -2.2174 -2.6699 2.6894
C -1.9889 -3.6340 0.4677
C -2.3140 -3.5691 -1.0822
C -2.5993 -2.1580 -1.5801
C -3.4995 -1.2414 -0.6524
C -3.2506 0.2436 -0.9149
C -4.9695 -1.5015 -0.9575
N -3.0097 -1.4474 0.7612
O -3.6803 -0.5284 1.5987
H -4.1460 -4.3364 2.2140
H -4.9383 -2.6875 2.0023
H -4.7928 -3.8626 0.6897
H -2.8408 -2.1461 3.4299
H -2.0012 -3.7330 2.9927
H -1.3116 -2.1129 2.4701
H -1.0181 -3.1090 0.5745
H -1.8501 -4.6680 0.8380
H -1.3694 -4.0142 -1.5695
H -3.1330 -4.2024 -1.3880
H -2.9985 -2.1935 -2.6132
H -1.5865 -1.6909 -1.7233
H -2.2228 0.5848 -0.6907
H -4.0107 0.8968 -0.5480
H -3.3403 0.3229 -2.0028
H -5.1065 -2.5840 -0.9458
H -5.4067 -0.9245 -1.7724
H -5.5219 -1.0992 -0.0621
H -4.5565 -0.9169 1.7644
C 1.2654 1.2717 -1.9680
C 1.2162 2.7315 -2.2785
C 2.0256 2.9371 -3.5607
C -0.2663 3.1302 -2.4296
C -0.5130 4.5728 -2.2829
C 0.0332 5.1404 -0.8955
C 1.5210 4.8615 -0.7809
C 2.4029 5.7885 -1.6500
C 1.8886 5.2019 0.6871
N 1.6839 3.3961 -1.0209
O 3.0789 3.1252 -0.9830
H 1.0505 1.1484 -0.9009
H 0.5840 0.7154 -2.5753
H 2.2819 0.8418 -2.1789
H 1.8850 3.9305 -3.9047
H 3.0773 2.6839 -3.2983
H 1.6584 2.1896 -4.2571
H -0.6887 2.8087 -3.3828
H -0.8245 2.6232 -1.6215
H -0.1173 5.1383 -3.1467
H -1.6226 4.7377 -2.2263
H -0.4591 4.6068 -0.0405
H -0.1029 6.2314 -0.8466
H 1.9383 5.8786 -2.6130
H 3.3920 5.3817 -1.6669
H 2.4469 6.7601 -1.1479
H 1.7204 6.2273 1.0686
H 2.9536 4.9183 0.9038
H 1.2476 4.6035 1.3143
H 3.2622 2.6335 -0.1721
C 1.6223 -2.5588 -1.4733
O 2.3916 -2.5053 -2.6168
C 2.1664 -3.6150 -3.4344
C 2.9943 -3.4466 -4.6837
C 2.5077 -2.2422 -5.5270
N 3.0279 -4.6976 -5.4714
H 1.7255 -3.5116 -0.8420
H 0.5519 -2.4539 -1.6890
H 1.7930 -1.7716 -0.7826
H 2.6025 -4.5469 -3.0000
H 1.0911 -3.6985 -3.6578
H 4.0027 -3.2453 -4.3465
H 1.4559 -2.3745 -5.8422
H 3.0991 -2.0137 -6.4115
H 2.4445 -1.3261 -4.9167
H 2.0477 -4.8677 -5.7162
H 3.3460 -5.5273 -4.9601
C 1.8926 -1.0198 5.5201
O 1.8247 -1.2625 4.1365
C 1.9303 -2.6761 3.9145
C 1.8651 -2.9925 2.3605
C 1.8198 -4.5990 2.3146
N 2.9534 -2.2475 1.6970
H 2.9206 -1.1578 5.8934
H 1.3022 -1.7553 6.0875
H 1.4869 -0.0118 5.6837
H 2.9504 -3.0171 4.2043
H 1.0949 -3.2170 4.3628
H 0.9017 -2.6835 1.8955
H 2.4976 -4.8902 3.1158
H 2.1862 -4.9573 1.3469
H 0.8011 -4.9846 2.5231
H 3.8506 -2.5593 2.0394
H 2.9031 -2.4140 0.6856
C -2.9561 4.7663 1.5092
O -2.2278 3.5247 1.4147
C -1.6678 3.1866 2.6242
C -0.9803 1.8334 2.3616
C -0.4618 1.1852 3.6572
N 0.2190 2.0975 1.5948
H -3.7674 4.6185 2.2994
H -3.4434 4.8620 0.5305
H -2.3467 5.6380 1.7525
H -1.0162 3.9522 3.0366
H -2.4778 3.1811 3.3840
H -1.6324 1.1875 1.7490
H 0.1479 1.8567 4.2703
H 0.2262 0.3784 3.4620
H -1.2100 0.8014 4.3827
H 0.9244 2.5132 2.1709
H 0.0662 2.6495 0.7651
O 3.0816 1.3404 1.8360
H 3.5068 0.5043 1.6713
H 2.1086 1.1766 1.8717
O -0.0937 -0.7144 0.6889
H -1.0597 -0.9284 0.6698
H -0.0982 0.2633 0.8140
*
```

=====

Entry from the Open Molecules 2025 dataset: a cluster of 2 separate species, C25H49BrN2O2 in total in a non-equilibrium geometry (ωB97M-V with the def2-TZVPD basis set).

Summary:
Orbital gap: 4.6582 eV
Lowest unoccupied orbital energy: -1.06 eV
Maximum force: 8.845 eV/Å

ORCA input file:
```
! wB97M-V def2-TZVPD RIJCOSX def2/J DEFGRID3
* xyz 0 1
C -4.0871 -1.1075 -5.1025
C -4.3793 -2.7044 -4.8046
C -4.1961 -3.1476 -3.2365
C -2.8168 -2.5659 -2.5277
C -2.2845 -3.5851 -1.3481
C -2.5425 -2.9868 0.1920
C -1.6723 -1.5995 0.2816
C -1.0085 -1.3364 1.7576
C 0.1569 -2.4361 2.1818
C 1.6822 -1.8097 2.2020
C 2.8746 -2.9251 2.3685
C 2.7980 -4.1845 1.3213
O 2.1255 -4.2071 0.1655
Br 3.8776 -5.8363 1.8331
N 1.8325 -0.9804 0.9451
C 0.9779 0.2903 0.9300
C 0.7151 0.7049 -0.6329
C 1.4836 2.1348 -1.0373
C 0.4528 3.2893 -1.5883
C 0.3853 3.4105 -3.2305
C 1.5320 4.4537 -3.8537
C 3.0628 3.8604 -3.7617
C -0.3604 0.1933 1.8674
C -1.4556 1.3932 1.6605
C -1.0809 2.7915 2.4933
C 0.4294 3.2062 2.9820
N -2.1209 3.6561 2.8308
H -4.4938 -0.8838 -6.1923
H -2.9226 -0.8867 -5.0141
H -4.7322 -0.4584 -4.3711
H -5.5241 -2.8799 -5.0743
H -3.7730 -3.4145 -5.5352
H -4.2137 -4.3300 -3.2131
H -5.0927 -2.7512 -2.5774
H -2.0034 -2.4517 -3.3765
H -3.0798 -1.4964 -2.1294
H -1.1466 -3.7802 -1.5401
H -2.8365 -4.6146 -1.4661
H -2.1129 -3.8013 0.9310
H -3.6998 -2.8467 0.3577
H -2.4202 -0.7084 0.0221
H -0.8500 -1.6305 -0.5620
H -1.8492 -1.3972 2.5767
H 0.0225 -3.3630 1.4795
H -0.0818 -2.8117 3.2893
H 1.7669 -1.0888 3.1481
H 3.8988 -2.3515 2.1528
H 2.9149 -3.2355 3.5080
H 1.6558 -1.6169 0.1352
H 2.8325 -0.6581 0.8920
H 1.6686 1.1310 1.4218
H 1.2044 -0.1023 -1.3641
H -0.4127 0.7697 -0.9501
H 2.2349 1.9120 -1.9383
H 2.1657 2.5416 -0.1634
H 0.8886 4.3297 -1.1978
H -0.6419 3.1875 -1.1874
H 0.3830 2.3676 -3.7751
H -0.6586 3.9180 -3.4977
H 1.4801 5.4793 -3.2628
H 1.3089 4.6470 -5.0058
H 2.9822 2.6958 -3.9861
H 3.4280 4.0249 -2.6523
H 3.7808 4.3513 -4.5539
H 0.0158 0.2791 2.9975
H -1.7330 1.6360 0.5507
H -2.4655 1.0111 2.1702
H 0.4366 4.1804 3.6699
H 1.0774 3.3633 2.0199
H 0.8784 2.3477 3.6781
H -1.7514 4.4936 3.3433
C 2.4432 0.8373 5.4298
C 3.8784 0.8991 4.8775
O 3.7926 1.3239 3.6274
H 1.8148 0.1398 4.8616
H 2.4605 0.4888 6.4690
H 1.9584 1.8217 5.4232
H 4.3021 -0.1000 5.0638
H 4.4396 1.5102 5.6015
*
```

=====

Entry from the Open Molecules 2025 dataset: a cluster of 2 separate species, C4H9NO in total in a non-equilibrium geometry (ωB97M-V with the def2-TZVPD basis set).

Summary:
ΔE to the lowest compared entry with this formula, charge and spin: 53.41 kcal/mol
Orbital gap (alpha / beta): 3.2532 / 5.4027 eV
Lowest unoccupied orbital energy (alpha / beta): 3.06 / 3.03 eV
Maximum force: 5.469 eV/Å
⟨S²⟩: 0.762

ORCA input file:
```
! wB97M-V def2-TZVPD RIJCOSX def2/J DEFGRID3
* xyz -1 2
C 1.0223 -0.7529 -2.4890
C 0.0113 -1.1768 -1.4468
C -0.8206 -2.2517 -1.7473
C 0.5576 0.4969 0.0564
N -0.3605 -0.3144 -0.3638
H 1.1411 0.2860 -2.4477
H 1.8621 -1.4321 -2.5346
H 0.5696 -1.1117 -3.6037
H -1.6621 -2.3651 -1.0568
H -0.7996 -3.0542 -2.6061
H 0.6570 0.4420 1.0785
H 1.2693 1.1538 -0.3628
H -1.0076 2.7373 6.2524
H -1.3952 3.7186 5.1591
O -1.0445 3.6243 6.1122
*
```